1.
DFT (the ωB97M-V functional and the def2-TZVPD basis) results for C60H58BrI2N8O9S2Te2Ti as an isolated structure.

Values from the calculation:
Energy in eV: -239127.522
Highest occupied orbital energy (spin up / spin down) in eV: -0.38 / -0.76
Expectation value of S²: 0.78
Energy relative to the best compared isomer or geometry (same formula, charge and spin) in kcal/mol: 122.3
E_LUMO (spin up / spin down) in eV: 2.796 / 2.796

Geometry as ORCA input:
```
! RIJCOSX wB97M-V def2-TZVPD def2/J DEFGRID3
* xyz -2 2
Ti -0.29 -0.04 0.08
O 0.24 0.34 2.19
S 0.45 1.77 1.93
O 1.79 2.23 2.17
O 0.00 1.98 0.54
C -0.64 2.54 3.05
C -0.17 3.23 4.16
C -0.99 3.44 5.25
C -2.29 2.91 5.26
C -2.76 2.22 4.16
C -1.95 2.01 3.06
S -2.67 1.46 1.55
O -2.65 2.66 0.72
O -3.97 0.97 1.91
O -1.94 0.37 0.85
H 0.84 3.60 4.14
H -0.63 4.01 6.10
H -2.93 3.05 6.12
H -3.77 1.82 4.12
C -2.13 2.25 -3.80
Te -1.85 1.89 -1.58
C -2.08 4.06 -1.65
C -1.63 4.54 -2.99
C -1.17 5.84 -3.19
C -0.81 6.27 -4.46
C -0.94 5.41 -5.54
C -1.38 4.12 -5.33
C -1.70 3.66 -4.06
H -3.15 2.11 -4.20
H -1.50 1.56 -4.38
H -1.46 4.46 -0.84
H -3.10 4.41 -1.46
H -1.08 6.51 -2.35
H -0.45 7.28 -4.60
H -0.70 5.75 -6.54
H -1.48 3.45 -6.18
I -4.36 1.52 -1.59
I -7.23 1.11 -1.69
C 4.68 -1.06 2.76
C 3.98 -0.60 1.53
C 4.47 -0.19 0.31
C 3.33 0.15 -0.45
N 2.23 -0.04 0.27
N 2.64 -0.51 1.45
C 3.34 0.61 -1.87
H 5.75 -0.90 2.65
H 4.51 -2.12 2.93
H 4.32 -0.51 3.62
H 5.49 -0.12 -0.01
H 1.96 -0.61 2.19
H 4.25 1.17 -2.09
H 3.32 -0.27 -2.52
H 2.46 1.21 -2.07
Br -2.39 -3.25 -2.68
C -0.91 -2.64 -3.67
C -0.48 -3.38 -4.75
C 0.64 -2.99 -5.48
C 1.31 -1.81 -5.13
C 0.89 -1.06 -4.07
C -0.22 -1.46 -3.27
C -0.46 -0.76 -2.08
O -1.49 -0.91 -1.28
O 0.37 0.13 -1.62
H -1.02 -4.28 -5.02
H 0.99 -3.59 -6.30
H 2.17 -1.49 -5.70
H 1.39 -0.15 -3.77
C -6.31 -5.91 5.29
C -5.29 -5.02 4.65
C -5.65 -4.08 3.69
C -4.71 -3.26 3.09
C -5.14 -2.28 2.03
C -3.36 -3.35 3.47
Te -2.09 -1.91 2.35
N -0.42 -1.78 0.95
C 0.08 -2.76 0.24
O 0.91 -2.54 -0.66
C -0.32 -4.15 0.64
C 0.66 -5.04 1.06
C 0.30 -6.29 1.54
C -1.03 -6.65 1.62
C -2.02 -5.77 1.19
C -1.66 -4.52 0.70
C -0.69 -1.79 3.96
C 0.65 -2.12 3.75
C 1.60 -1.87 4.72
C 1.24 -1.25 5.90
C -0.09 -0.92 6.12
C -1.07 -1.20 5.17
C -2.51 -0.93 5.46
C -2.98 -4.36 4.35
C -1.53 -4.63 4.66
C -3.94 -5.15 4.95
H -7.30 -5.46 5.27
H -6.04 -6.13 6.32
H -6.36 -6.86 4.75
H -6.69 -3.99 3.40
H -6.20 -2.36 1.82
H -4.59 -2.48 1.10
H -4.92 -1.25 2.32
H 1.70 -4.75 1.01
H 1.07 -6.99 1.86
H -1.32 -7.62 1.99
H -3.06 -6.04 1.25
H -2.43 -3.87 0.28
H 0.93 -2.60 2.82
H 2.63 -2.16 4.55
H 1.98 -1.02 6.65
H -0.37 -0.44 7.05
H -2.64 -0.18 6.23
H -2.99 -1.86 5.78
H -3.02 -0.62 4.54
H -0.93 -4.39 3.79
H -1.39 -5.68 4.91
H -1.19 -4.03 5.50
H -3.64 -5.90 5.68
C 1.33 2.60 -4.95
C 1.47 3.25 -3.62
N 0.83 2.95 -2.53
C 1.35 3.73 -1.53
C 2.33 4.51 -2.05
N 2.41 4.22 -3.39
C 3.20 4.93 -4.36
N 4.05 4.11 -5.15
N 3.78 3.90 -6.48
N 4.72 3.17 -6.99
C 5.63 2.88 -6.04
C 6.82 2.14 -6.08
C 7.56 2.05 -4.91
C 7.15 2.66 -3.73
C 5.96 3.39 -3.66
C 5.22 3.48 -4.82
H 0.47 1.94 -4.94
H 2.22 2.01 -5.17
H 1.21 3.34 -5.74
H 1.03 3.64 -0.51
H 2.97 5.24 -1.59
H 3.80 5.67 -3.80
H 2.53 5.46 -5.05
H 7.14 1.67 -7.00
H 8.48 1.49 -4.91
H 7.77 2.57 -2.85
H 5.65 3.86 -2.73
*
```

Mulliken atomic charge list, values in e, 8 entries: atom 1 (Ti): -0.84, atom 2 (O): -0.56, atom 3 (S): 2.05, atom 4 (O): -0.92, atom 5 (O): -0.13, atom 6 (C): -0.16, atom 7 (C): -0.68, atom 8 (C): -0.74


2.
DFT (the ωB97M-V functional and the def2-TZVPD basis) results for C4H6AlO4 as an isolated structure.

Values from the calculation:
Energy in eV: -19018.114
Highest occupied orbital energy in eV: -14.07
Energy relative to the best compared isomer or geometry (same formula, charge and spin) in kcal/mol: 216.6
E_LUMO in eV: -10.152

Geometry as ORCA input:
```
! RIJCOSX wB97M-V def2-TZVPD def2/J DEFGRID3
* xyz 1 1
Al 3.81 21.08 3.87
C 2.63 20.54 8.60
C 3.27 20.64 7.31
O 3.93 21.63 6.98
O 2.93 19.84 6.44
H 1.57 20.75 8.43
H 3.12 21.22 9.31
H 2.75 19.58 9.11
C 3.22 19.09 -0.73
C 3.38 20.08 0.43
O 4.36 19.93 1.18
O 2.47 20.78 0.89
H 2.63 18.21 -0.45
H 4.25 18.75 -0.85
H 2.86 19.63 -1.61
*
```

natural (NBO) atomic charge list, values in e, 8 entries: atom 1 (Al): 1.26, atom 2 (C): -0.66, atom 3 (C): 0.72, atom 4 (O): -0.51, atom 5 (O): -0.52, atom 6 (H): 0.27, atom 7 (H): 0.26, atom 8 (H): 0.27